# CHBrF2

A structure of composition CHBrF2 in a non-equilibrium geometry (the ωB97M-V functional and the def2-TZVPD basis, OMol25).

Last column: natural (NBO) charge in e.
Atoms and positions in Å:
C: -0.027 -0.065 -0.070  0.448
F: 0.113 -1.317 0.347  -0.324
F: -1.163 0.094 -0.856  -0.340
Br: -0.073 1.082 1.398  0.062
H: 1.150 0.205 -0.819  0.154

Results
HOMO energy in eV: -11.09
Energy above the lowest of the compared OMol25 structures with the same formula, charge and spin in kcal/mol: 19.8
HOMO-LUMO gap in eV: 11.7269


# C5H7NO

A structure of composition C5H7NO in a non-equilibrium geometry (the ωB97M-V functional and the def2-TZVPD basis, OMol25).

Last column: natural (NBO) charge in e.
Atoms and positions in Å:
O: -1.470 -0.248 2.218  -0.597
C: -0.892 -0.096 1.160  0.692
C: -0.253 1.222 0.745  -0.527
C: 0.795 1.076 -0.326  -0.334
C: 0.752 0.036 -1.195  -0.311
C: 0.053 -1.192 -0.854  -0.164
N: -0.802 -1.140 0.261  -0.626
H: 0.136 1.668 1.666  0.235
H: -1.071 1.886 0.417  0.227
H: 1.637 1.754 -0.361  0.212
H: 1.277 -0.026 -2.144  0.244
H: 1.385 -0.981 -0.546  0.308
H: -0.228 -1.965 -1.584  0.229
H: -1.289 -1.974 0.565  0.413

Results
HOMO energy in eV: -7.46
Energy above the lowest of the compared OMol25 structures with the same formula, charge and spin in kcal/mol: 66.9
HOMO-LUMO gap in eV: 8.1462


# C18H27N9

A cluster of 9 separate species, C18H27N9 in total in a non-equilibrium geometry (the ωB97M-V functional and the def2-TZVPD basis, OMol25).

Last column: natural (NBO) charge in e.
Atoms and positions in Å:
C: 1.246 -0.665 -0.563  -0.745
C: 0.076 -1.092 0.154  0.347
N: -0.843 -1.359 0.786  -0.414
H: 2.004 -0.289 0.120  0.286
H: 0.956 0.154 -1.226  0.282
H: 1.552 -1.494 -1.202  0.241
C: -2.503 -4.466 1.346  -0.711
C: -3.672 -5.276 1.728  0.284
N: -4.543 -5.951 2.033  -0.336
H: -2.812 -3.425 1.289  0.258
H: -2.182 -4.772 0.353  0.251
H: -1.756 -4.645 2.114  0.254
C: 5.357 1.766 -2.497  -0.732
C: 4.284 1.854 -1.512  0.327
N: 3.412 1.900 -0.770  -0.382
H: 6.179 2.406 -2.151  0.262
H: 5.080 2.341 -3.383  0.265
H: 5.698 0.752 -2.649  0.263
C: -0.694 -0.656 4.172  -0.735
C: -0.748 0.791 4.277  0.321
N: -0.798 1.936 4.348  -0.379
H: -0.822 -1.153 5.132  0.253
H: 0.195 -1.005 3.655  0.282
H: -1.564 -0.956 3.581  0.257
C: -3.250 2.291 -2.733  -0.731
C: -1.926 1.704 -2.613  0.329
N: -0.887 1.223 -2.523  -0.393
H: -3.184 3.223 -3.286  0.266
H: -3.658 2.502 -1.744  0.257
H: -3.892 1.530 -3.176  0.275
C: 0.243 2.903 -0.095  -0.718
C: 0.031 4.267 -0.534  0.289
N: -0.107 5.311 -0.992  -0.343
H: 0.513 2.866 0.960  0.248
H: 0.882 2.316 -0.742  0.274
H: -0.770 2.488 -0.044  0.245
C: 1.787 -4.066 -3.455  -0.716
C: 2.888 -4.897 -2.959  0.280
N: 3.737 -5.526 -2.526  -0.323
H: 1.560 -3.300 -2.712  0.244
H: 0.965 -4.759 -3.616  0.259
H: 2.049 -3.455 -4.317  0.256
C: -3.675 0.417 0.560  -0.720
C: -4.748 0.233 -0.434  0.285
N: -5.618 0.080 -1.165  -0.351
H: -3.317 -0.611 0.663  0.276
H: -4.084 0.895 1.440  0.262
H: -2.863 0.930 0.047  0.247
C: 2.410 2.954 2.782  -0.738
C: 2.309 1.486 2.783  0.331
N: 2.243 0.344 2.830  -0.387
H: 2.469 3.328 1.767  0.262
H: 3.254 3.304 3.374  0.259
H: 1.537 3.323 3.324  0.274

Results
HOMO energy in eV: -11.67
Energy above the lowest of the compared OMol25 structures with the same formula, charge and spin in kcal/mol: 16.6
SMILES string: CC#N.CC#N.CC#N.CC#N.CC#N.CC#N.CC#N.CC#N.CC#N
HOMO-LUMO gap in eV: 11.6956


# CHF4N2

A cluster of 2 separate species, CHF4N2 in total in a non-equilibrium geometry (the ωB97M-V functional and the def2-TZVPD basis, OMol25).

Last column: natural (NBO) charge in e.
Atoms and positions in Å:
C: 2.724 0.664 -0.307  0.525
N: 1.770 1.388 -0.335  0.216
N: 3.354 -0.429 -0.099  0.383
F: 0.275 0.438 1.498  -0.591
F: 1.443 2.548 -0.750  -0.018
F: 3.548 -1.386 -1.025  -0.060
F: 4.023 -0.663 0.979  -0.050
H: -0.141 0.781 2.373  0.596

Results
HOMO energy in eV: -17.39
Charge: +1
Energy above the lowest of the compared OMol25 structures with the same formula, charge and spin in kcal/mol: 58.4
HOMO-LUMO gap in eV: 10.6309


# C9H10O4S2

A structure of composition C9H10O4S2 in a non-equilibrium geometry (the ωB97M-V functional and the def2-TZVPD basis, OMol25).

Last column: natural (NBO) charge in e.
Atoms and positions in Å:
C: -2.485 -0.704 -0.322  -0.243
C: -2.308 0.344 0.624  -0.151
C: -1.952 1.739 0.054  0.790
C: -2.458 -1.976 0.047  -0.333
C: -2.478 0.412 1.936  -0.342
C: 2.634 -0.275 -1.748  -0.604
C: 3.365 -0.676 -0.508  -0.594
C: 0.337 1.486 0.583  0.191
C: 1.017 0.397 0.135  -0.550
O: -2.753 2.508 -0.416  -0.511
O: 0.089 0.177 -2.407  -0.965
O: 2.789 -0.011 2.084  -0.950
O: -0.634 2.187 0.131  -0.485
S: 0.863 -0.582 -1.417  1.259
S: 2.197 -0.786 0.967  1.263
H: -2.590 -0.241 -1.362  0.248
H: -2.579 -2.797 -0.626  0.211
H: -2.382 -2.192 1.091  0.191
H: -2.741 -0.477 2.530  0.206
H: -2.484 1.393 2.438  0.219
H: 2.757 0.719 -1.895  0.230
H: 2.995 -0.820 -2.642  0.243
H: 3.775 -1.684 -0.452  0.224
H: 4.163 0.004 -0.339  0.251
H: 0.863 1.853 1.512  0.204

Results
HOMO energy in eV: -9.15
Energy above the lowest of the compared OMol25 structures with the same formula, charge and spin in kcal/mol: 62.0
HOMO-LUMO gap in eV: 9.0869


# C5H9O

A cluster of 2 separate species, C5H9O in total in a non-equilibrium geometry (the ωB97M-V functional and the def2-TZVPD basis, OMol25).

Last column: natural (NBO) charge in e.
Atoms and positions in Å:
C: 1.277 -1.397 -0.841  -0.324
C: 1.083 0.471 1.940  0.361
C: 0.545 -0.284 -1.024  -0.325
C: -1.897 0.250 -0.099  -0.625
C: -0.357 0.362 -0.027  0.234
O: 0.006 0.538 1.289  -0.349
H: 1.821 -1.847 -1.579  0.227
H: 1.420 -2.071 0.079  0.215
H: 1.008 0.614 2.959  0.209
H: 2.006 0.061 1.429  0.211
H: 0.400 0.311 -2.022  0.274
H: -2.018 0.324 -1.139  0.241
H: -2.166 1.109 0.393  0.234
H: -2.229 -0.808 0.301  0.240
H: -0.372 2.140 -0.373  0.176

Results
HOMO energy (alpha / beta) in eV: -14.12 / -14.12
Charge: +1
Energy above the lowest of the compared OMol25 structures with the same formula, charge and spin in kcal/mol: 116.1
HOMO-LUMO gap (alpha / beta) in eV: 7.5065 / 7.5011


> energy above the lowest of the compared OMol25 structures with the same formula, charge and spin of number 3 (C18H27N9)?

16.6 kcal/mol


> Among the records above, which one has the lowest energy above the lowest of the compared OMol25 structures with the same formula, charge and spin?

C18H27N9


> Among the records above, which one has the highest energy above the lowest of the compared OMol25 structures with the same formula, charge and spin?

C5H9O